Computed, not measured: 17 unconnected molecules or ions with the total composition C21H76N4O16P at a distorted geometry, with ωB97M-V/def2-TZVPD.

Structure (XYZ):
```
118
Properties=species:S:1:pos:R:3:forces:R:3:mulliken_charge:R:1
C 1.351 1.062 -1.368 0.106 0.003 0.167 -0.64
C 1.235 -0.431 -1.036 -0.270 0.284 0.307 -0.44
P 0.156 -1.403 -2.141 0.453 -0.694 -1.293 0.27
C -0.730 -2.621 -1.108 -0.427 0.659 0.248 -1.16
N -1.199 -0.361 -2.665 -0.050 0.255 0.601 -0.11
C -1.952 0.402 -1.881 0.124 -0.248 0.556 0.06
N -1.758 0.517 -0.543 -0.094 0.082 -0.157 -0.15
C -2.695 1.344 -0.136 -0.157 0.042 0.075 -0.32
N -3.490 1.747 -1.125 -0.060 0.053 0.203 0.11
N -3.006 1.154 -2.248 0.255 -0.306 -0.500 0.20
H 1.775 1.573 -0.504 0.110 0.084 -0.111 0.44
H 2.008 1.227 -2.219 -0.042 -0.041 -0.031 -0.14
H 0.391 1.535 -1.571 -0.011 -0.027 -0.006 0.10
H 0.963 -0.593 0.009 -0.149 0.076 -0.041 0.33
H 2.222 -0.880 -1.176 -0.036 -0.115 -0.041 0.55
H -0.077 -3.464 -0.898 0.032 -0.013 0.018 0.41
H -1.128 -2.192 -0.186 0.171 -0.103 0.100 0.35
H -1.584 -2.958 -1.699 0.130 -0.221 -0.050 0.23
H -1.426 -0.407 -3.646 -0.021 0.106 0.006 0.20
H -2.847 1.685 0.877 0.031 -0.047 0.009 0.51
H -4.297 2.364 -1.121 -0.075 0.415 -0.140 0.26
H -3.403 1.235 -3.170 -0.235 0.163 0.147 0.14
C 2.241 1.680 3.079 -0.058 0.055 -0.145 -0.47
O 1.558 2.442 2.080 -0.055 -0.094 0.030 -0.51
H 2.926 2.357 3.580 0.018 -0.014 0.012 0.29
H 1.548 1.268 3.816 0.015 -0.004 0.018 0.24
H 2.817 0.866 2.633 0.034 -0.018 0.060 0.24
H 0.952 1.847 1.630 -0.017 0.025 -0.005 0.20
C -5.434 0.918 2.448 0.098 -0.228 -0.294 -0.22
O -6.241 0.334 1.424 -0.056 0.172 0.033 -0.50
H -6.089 1.192 3.270 -0.023 0.019 -0.011 0.21
H -4.689 0.206 2.810 0.035 0.096 0.108 0.26
H -4.941 1.826 2.082 -0.007 0.063 0.135 0.02
H -5.668 0.076 0.698 -0.009 -0.120 0.039 0.25
C 4.454 -0.421 -4.230 -0.054 -0.053 -0.027 -0.38
O 3.114 0.094 -4.181 -0.030 0.409 0.110 -0.44
H 4.643 -0.927 -3.288 0.012 0.035 0.021 0.18
H 4.562 -1.125 -5.055 0.034 0.016 -0.005 0.12
H 5.178 0.388 -4.345 0.050 -0.037 0.024 0.28
H 2.935 0.538 -5.016 -0.043 -0.292 -0.152 0.25
C 4.944 -2.546 -7.756 -0.045 0.094 -0.022 -0.54
O 4.910 -1.130 -7.613 -0.059 -0.033 -0.007 -0.48
H 5.624 -2.928 -6.999 0.010 0.003 0.006 0.23
H 3.957 -2.988 -7.596 0.015 -0.033 0.014 0.22
H 5.315 -2.839 -8.741 0.015 -0.035 0.014 0.31
H 4.314 -0.780 -8.281 0.036 0.024 -0.011 0.28
C 2.813 -1.698 4.858 -0.109 0.233 0.130 -0.55
O 3.463 -0.452 5.076 0.037 -0.077 -0.001 -0.49
H 3.341 -2.226 4.066 0.081 0.051 0.008 0.29
H 2.829 -2.309 5.764 -0.056 -0.110 -0.069 0.20
H 1.777 -1.540 4.546 -0.028 -0.131 0.019 0.25
H 2.976 0.005 5.771 -0.004 0.041 -0.027 0.30
C -0.392 -2.163 -6.671 0.029 0.036 0.150 -0.63
O 0.593 -1.816 -5.705 -0.224 0.137 -0.158 -0.42
H 0.132 -2.544 -7.544 0.006 -0.006 -0.009 0.24
H -1.062 -2.945 -6.301 -0.012 -0.010 -0.045 0.27
H -0.986 -1.296 -6.977 -0.011 -0.021 -0.043 0.28
H 0.148 -1.484 -4.916 0.389 -0.237 0.031 0.13
C -4.374 -2.585 4.222 0.011 0.087 0.065 -0.59
O -3.669 -1.392 4.555 -0.100 -0.014 -0.087 -0.50
H -3.831 -3.062 3.409 0.015 -0.003 0.001 0.21
H -4.414 -3.275 5.067 -0.007 -0.032 -0.024 0.29
H -5.392 -2.369 3.887 -0.003 -0.033 -0.018 0.28
H -4.138 -0.968 5.279 0.071 0.016 0.031 0.29
C 7.229 -0.559 -0.935 0.002 -0.115 -0.089 -0.27
O 6.574 -1.496 -1.793 -0.031 0.025 0.019 -0.47
H 6.603 0.330 -0.899 -0.004 0.006 -0.029 0.20
H 7.352 -0.958 0.072 0.027 0.044 -0.049 0.09
H 8.207 -0.283 -1.337 -0.005 0.067 0.030 0.27
H 7.120 -2.285 -1.840 -0.017 -0.006 0.014 0.26
C -5.520 4.960 -2.581 -0.165 -0.045 0.069 -0.56
O -5.734 4.044 -1.502 0.380 -0.604 -0.094 -0.51
H -4.974 5.815 -2.194 0.022 -0.039 0.062 0.27
H -4.943 4.500 -3.388 0.018 0.052 -0.011 0.19
H -6.481 5.300 -2.968 0.059 0.073 -0.086 0.29
H -6.253 3.311 -1.860 -0.202 0.125 0.007 0.26
C 1.059 -0.847 8.269 -0.200 0.163 -0.065 -0.32
O 0.582 0.065 7.275 0.172 -0.118 0.022 -0.49
H 1.977 -1.294 7.899 -0.003 -0.016 -0.007 -0.09
H 1.269 -0.324 9.205 0.056 -0.087 0.038 0.33
H 0.332 -1.640 8.449 0.091 -0.073 0.054 0.28
H -0.233 0.448 7.609 0.004 0.077 -0.090 0.27
C -6.841 4.531 3.581 -0.124 -0.154 0.047 -0.29
O -7.155 3.669 4.667 0.147 -0.011 -0.049 -0.50
H -6.258 5.360 3.975 -0.009 -0.011 0.060 0.25
H -6.243 4.014 2.824 -0.012 0.061 -0.058 -0.01
H -7.749 4.926 3.120 0.057 0.054 -0.071 0.26
H -7.686 2.943 4.328 -0.077 0.041 0.043 0.29
C 7.858 -2.292 3.357 -0.049 0.089 -0.047 -0.56
O 7.543 -1.427 2.270 -0.043 -0.091 0.148 -0.49
H 8.781 -2.806 3.101 0.008 -0.001 -0.009 0.24
H 8.012 -1.731 4.281 0.018 -0.028 0.017 0.24
H 7.073 -3.037 3.515 0.022 -0.027 0.021 0.24
H 6.730 -0.964 2.489 0.023 0.043 -0.007 0.26
C 4.557 3.755 -4.575 -0.040 -0.118 0.073 -0.59
O 4.159 2.962 -3.466 -0.053 0.131 -0.079 -0.43
H 5.116 4.602 -4.184 0.006 0.008 0.001 0.24
H 5.204 3.196 -5.258 0.014 0.035 -0.023 0.26
H 3.694 4.135 -5.131 0.024 0.034 -0.023 0.26
H 3.667 2.204 -3.799 0.043 -0.198 0.149 0.23
C 3.965 -3.268 9.568 -0.092 -0.068 0.048 -0.50
O 2.581 -3.605 9.541 0.072 0.055 -0.018 -0.48
H 4.129 -2.515 8.801 -0.002 0.006 -0.008 0.15
H 4.256 -2.850 10.535 0.034 0.020 -0.016 0.28
H 4.592 -4.134 9.348 0.032 0.023 -0.013 0.28
H 2.426 -4.269 10.218 -0.048 0.003 -0.017 0.28
C -6.976 2.480 -4.809 0.140 -0.074 -0.009 -0.65
O -6.489 1.700 -3.701 0.161 0.167 0.112 -0.43
H -7.938 2.898 -4.528 -0.002 -0.048 0.078 0.24
H -6.280 3.291 -5.029 -0.091 0.052 -0.081 0.28
H -7.099 1.854 -5.693 -0.059 0.031 -0.008 0.31
H -5.654 1.320 -3.988 -0.088 -0.147 -0.092 0.22
C -4.623 -2.419 -2.907 -0.184 0.359 -0.007 -0.48
O -4.962 -1.420 -3.876 0.201 0.235 0.159 -0.49
H -3.734 -2.937 -3.258 -0.021 0.003 -0.058 0.15
H -4.411 -1.943 -1.944 0.069 -0.173 0.075 0.16
H -5.438 -3.132 -2.784 0.067 -0.077 0.017 0.38
H -5.764 -0.984 -3.569 -0.132 -0.141 -0.112 0.29
```
Positions in Å, forces in eV/Å.

Its multiplicity is 1. The charge is +1. The gap between HOMO and LUMO is 8.569 eV.